(1)
51
Properties=species:S:1:pos:R:3:forces:R:3 method="wB97M-V/def2-TZVPD" smiles="Cn1c(CCN2CCCC2)nc2cc(NS(=O)(=O)c3ccccc3)ccc21" e_homo_ev=-7.946 fmax_ev_per_a=0.97 charge=0 e_above_lowest_kcal_mol=30.0 orbital_gap_ev=8.44
C 0.5380 3.3486 0.8181 0.186 0.286 0.039
N 0.3369 1.9444 0.6069 -0.080 -0.337 0.097
C 0.1801 0.9521 1.5426 -0.268 -0.069 -0.113
C 0.1726 1.1922 3.0042 0.418 0.153 0.243
C 1.5686 1.5114 3.6200 -0.266 0.091 0.105
N 2.5775 0.4939 3.5650 -0.060 -0.134 -0.081
C 3.1964 0.2608 2.2612 0.359 0.222 -0.199
C 3.2613 -1.2586 2.0651 -0.089 0.055 0.040
C 2.1458 -1.7721 2.9712 0.006 0.029 0.131
C 2.2439 -0.8012 4.1470 0.153 -0.214 0.114
N 0.0234 -0.2296 1.0096 -0.105 -0.319 0.390
C 0.1028 -0.0520 -0.3445 0.115 0.821 -0.317
C 0.0261 -0.9769 -1.3763 0.177 0.259 0.029
C 0.1264 -0.5001 -2.6730 0.146 0.254 0.725
N 0.0196 -1.4040 -3.7359 -0.412 -0.789 -0.376
S -1.1910 -2.5718 -3.7080 0.056 0.339 -0.425
O -1.3901 -2.9221 -5.0835 -0.064 0.249 -0.046
O -0.8524 -3.6012 -2.7770 -0.068 0.257 0.310
C -2.5955 -1.6444 -3.0953 0.427 -0.451 -0.132
C -3.1841 -0.7239 -3.9397 -0.084 0.086 -0.156
C -4.2186 0.0640 -3.4636 0.080 -0.017 -0.063
C -4.6408 -0.0741 -2.1501 -0.022 -0.006 0.047
C -4.0453 -1.0058 -1.3149 -0.017 -0.007 -0.010
C -3.0138 -1.8001 -1.7896 -0.034 -0.114 0.095
C 0.3206 0.8636 -2.9350 -0.011 -0.111 -0.101
C 0.4235 1.7896 -1.9163 0.032 0.119 0.040
C 0.3018 1.3218 -0.6199 -0.036 -0.639 -0.190
H 1.6016 3.6036 0.7779 -0.071 0.039 0.016
H 0.0165 3.9090 0.0409 -0.011 0.005 0.079
H 0.1421 3.6415 1.7892 0.008 0.006 -0.058
H -0.4882 2.0303 3.2405 -0.072 -0.034 0.056
H -0.2287 0.2952 3.4746 -0.079 0.049 -0.035
H 1.9804 2.4041 3.1418 -0.054 0.077 0.085
H 1.4013 1.7475 4.6764 -0.045 0.158 -0.106
H 2.6132 0.7215 1.4590 0.049 0.025 -0.031
H 4.1947 0.7133 2.2523 -0.051 -0.046 -0.174
H 4.2260 -1.6411 2.4011 0.038 -0.031 -0.040
H 3.1149 -1.5367 1.0236 0.069 -0.031 -0.055
H 1.1855 -1.6631 2.4658 0.035 -0.062 0.072
H 2.2849 -2.8094 3.2687 -0.014 -0.082 0.018
H 1.3339 -0.7476 4.7443 -0.024 0.022 0.064
H 3.0693 -1.0966 4.8073 -0.164 -0.123 0.070
H -0.0934 -2.0289 -1.1865 0.022 -0.146 0.116
H 0.1093 -0.9981 -4.6546 -0.083 -0.077 -0.156
H -2.8368 -0.6492 -4.9584 -0.013 0.081 -0.145
H -4.6926 0.7845 -4.1129 -0.030 0.045 -0.062
H -5.4433 0.5455 -1.7781 -0.064 0.045 0.034
H -4.3807 -1.1132 -0.2948 -0.019 -0.018 0.088
H -2.5358 -2.5405 -1.1696 0.033 -0.060 0.137
H 0.4036 1.1896 -3.9618 -0.019 0.053 -0.114
H 0.5889 2.8339 -2.1348 0.021 0.092 -0.056


(2)
90
Properties=species:S:1:pos:R:3:forces:R:3 method="wB97M-V/def2-TZVPD" e_homo_ev="-10.555 / -10.554" fmax_ev_per_a=2.16 charge=+1 multiplicity=2 orbital_gap_ev="6.66 / 4.71"
Tl -0.6260 -0.5518 -0.5380 -0.099 -0.400 -0.477
C 3.3391 -1.7359 -3.4962 0.035 -0.005 0.004
C 1.8434 -1.8518 -3.4886 -0.460 0.244 -0.052
C 1.1021 -0.7215 -3.8911 -0.094 -0.429 0.150
C 1.8133 0.5682 -4.1780 0.026 -0.024 -0.092
C -0.2833 -0.8075 -4.0567 0.140 -0.325 0.195
C -1.0280 0.2854 -4.7710 0.050 -0.007 0.039
C -0.9667 -1.9450 -3.5992 0.658 -0.234 0.071
C -2.4595 -2.0183 -3.6520 -0.147 -0.098 0.005
C -0.2338 -3.0451 -3.1103 -0.092 0.706 -0.213
C -0.9347 -4.2778 -2.6422 -0.082 -0.151 0.049
C 1.1712 -3.0257 -3.1296 -0.177 0.288 -0.039
C 1.8814 -4.2954 -2.7602 0.065 0.007 -0.029
H 3.6744 -1.3184 -4.4438 0.127 0.008 -0.022
H 3.8376 -2.6871 -3.3562 0.085 -0.022 -0.011
H 3.6702 -1.0619 -2.7066 0.160 0.061 0.048
H 2.1454 0.6072 -5.2160 0.074 0.136 -0.097
H 2.6911 0.6768 -3.5496 0.103 0.069 0.033
H 1.1643 1.4195 -3.9933 0.014 0.101 -0.043
H -1.5519 0.9402 -4.0749 -0.134 0.152 -0.022
H -1.7587 -0.1480 -5.4498 -0.084 0.063 -0.004
H -0.3529 0.8865 -5.3704 -0.017 0.103 -0.028
H -2.7760 -2.8077 -4.3327 -0.139 -0.031 -0.067
H -2.9058 -1.0861 -3.9756 -0.082 0.060 -0.044
H -2.8653 -2.2528 -2.6707 -0.112 -0.013 0.039
H -0.8908 -5.0511 -3.4103 -0.041 -0.129 -0.034
H -1.9778 -4.1002 -2.4114 -0.081 -0.022 0.053
H -0.4592 -4.6792 -1.7510 -0.038 -0.102 0.098
H 1.7664 -4.5044 -1.6976 0.033 -0.160 0.139
H 2.9389 -4.2761 -2.9915 0.078 -0.031 0.009
H 1.4461 -5.1318 -3.3020 0.005 -0.124 0.022
N 2.5593 -2.0422 -0.3169 -0.118 0.073 0.211
C 2.4191 -1.7028 0.9684 0.281 0.077 0.142
N 3.4483 -1.9620 1.7630 0.415 -0.159 0.241
C 3.2913 -1.6439 3.0450 -0.174 -0.036 -0.736
N 4.3126 -1.8092 3.8819 0.073 -0.035 0.226
N 2.1482 -1.1481 3.5478 -0.495 0.286 0.599
C 1.1959 -0.8865 2.6716 1.275 -0.512 -0.629
N 1.2829 -1.0901 1.3639 -0.622 0.187 0.086
C -0.0090 -0.3279 3.3176 -0.171 -0.407 0.312
C -0.3736 -0.8585 4.5450 -0.141 0.114 -0.213
C -1.3723 -0.2780 5.3053 0.020 0.201 -0.367
C -1.9562 0.8877 4.8264 0.082 -0.105 -0.019
C -1.5846 1.3712 3.6004 -0.475 0.395 0.178
N -0.6592 0.7551 2.8224 -0.115 -0.014 2.158
H 3.3693 -2.5909 -0.5441 0.031 -0.025 -0.142
H 1.7763 -2.0384 -0.9476 0.008 -0.069 -0.214
H 5.1661 -2.2231 3.5525 0.001 -0.016 -0.012
H 4.1723 -1.6321 4.8613 0.058 -0.015 -0.040
H 0.1460 -1.7382 4.8859 0.105 0.003 -0.016
H -1.6780 -0.7092 6.2432 -0.022 -0.067 0.129
H -2.7141 1.4108 5.3865 -0.082 0.055 -0.013
H -2.0510 2.2385 3.1594 0.013 -0.002 -0.046
C -2.6622 2.2665 -1.4938 0.036 -0.135 0.217
C -2.7260 2.1873 0.0366 -0.100 0.101 -0.241
C -4.1276 2.5580 0.5282 0.228 -0.187 0.041
C -1.6346 3.0705 0.5981 0.033 -0.476 0.153
C -1.6785 4.4430 0.4168 0.133 0.084 0.087
C -0.6849 5.2717 0.9163 -0.063 -0.152 -0.031
C 0.4051 4.7269 1.5726 -0.083 -0.040 -0.025
C 0.4966 3.3617 1.7798 -0.051 -0.329 0.178
C 1.7765 2.7441 2.2964 0.171 0.163 0.112
C 2.8796 2.9857 1.2587 -0.120 -0.221 0.069
C 2.1743 3.2770 3.6706 -0.063 -0.223 -0.145
C -0.5549 2.5291 1.3318 -0.063 1.458 0.187
N -0.4735 1.1720 1.5833 0.148 -0.563 -1.990
H -3.3034 1.5093 -1.9364 -0.075 -0.111 -0.107
H -1.6384 2.1230 -1.8396 0.032 -0.033 -0.156
H -2.9995 3.2412 -1.8369 -0.009 0.113 -0.077
H -2.5448 1.1522 0.3472 -0.044 0.094 0.036
H -4.4070 3.5657 0.2290 0.001 0.092 -0.007
H -4.1904 2.4822 1.6111 -0.082 0.043 0.141
H -4.8489 1.8634 0.1046 -0.096 -0.029 -0.021
H -2.5082 4.8797 -0.1153 -0.138 0.020 -0.068
H -0.7488 6.3392 0.7712 -0.016 0.088 -0.020
H 1.2016 5.3738 1.9066 0.115 0.033 0.026
H 1.6485 1.6599 2.3711 0.024 0.108 -0.001
H 3.1276 4.0405 1.1957 0.046 0.165 -0.013
H 2.5484 2.6556 0.2760 0.039 -0.023 -0.127
H 3.7795 2.4348 1.5213 0.109 -0.028 0.048
H 2.2981 4.3550 3.6571 0.035 0.166 0.011
H 3.1146 2.8311 3.9806 0.146 -0.027 0.070
H 1.4220 3.0290 4.4143 -0.119 0.016 0.161
F -1.0710 -2.8378 0.9643 -0.837 0.241 0.103
Sb -2.9978 -2.6728 1.3310 0.733 0.274 -1.062
F -3.2360 -4.3184 0.4338 -0.045 0.462 0.650
F -4.8166 -2.3232 1.6191 0.336 -0.207 0.096
F -3.1210 -1.7984 -0.4176 0.203 -0.276 0.703
F -2.5401 -0.8718 1.9069 -0.073 -0.356 0.011
F -2.6620 -3.2923 3.0865 -0.213 0.073 -0.517